Record 1
The following is a quantum chemistry calculation of a molecular structure, H2N2O3S at a distorted geometry, from OMol25.

Geometry (Å):
1 N -1.03777 0.61242 1.32687
2 N 0.72341 -0.83932 0.01454
3 O -1.71105 -1.67145 0.25943
4 O -1.45611 0.37838 -1.05398
5 O 1.02256 -0.23203 -1.01818
6 S -1.41097 -0.28591 0.18248
7 H -0.69277 1.40823 0.70633
8 H 1.23426 -0.40536 0.87740

**LUMO (alpha / beta)**: -2.0 / -2.0 eV
**Maximum force**: 3.85 eV/Å
**HOMO energy (alpha / beta)**: -0.393 / -0.393 Ha
**Energy above the lowest of the compared OMol25 structures with the same formula, charge and spin**: 71.9 kcal per mole

Record 2
The following is a quantum chemistry calculation of 7 unconnected molecules or ions with the total composition C31H47N3O4 at a distorted geometry, from OMol25.

Geometry (Å):
1 C -0.76370 -1.17978 3.23544
2 C 0.13921 -0.80739 4.40220
3 C -0.84034 -0.09584 5.30238
4 O -1.65062 0.67107 4.41902
5 C -1.68835 0.04128 3.12408
6 H -1.42343 -2.02081 3.46093
7 H -0.17873 -1.41943 2.34840
8 H 0.94772 -0.15076 4.06616
9 H 0.63753 -1.66447 4.86002
10 H -0.40297 0.58832 6.03120
11 H -1.46124 -0.81341 5.85585
12 H -1.35869 0.79601 2.41040
13 H -2.70511 -0.25772 2.86770
14 C 2.96982 -5.26741 -3.41943
15 C 3.65853 -4.54358 -4.57297
16 C 4.16145 -3.23284 -3.96180
17 O 3.77137 -3.24093 -2.59072
18 C 3.51237 -4.56642 -2.18539
19 H 3.03526 -6.35275 -3.42956
20 H 1.90178 -5.02844 -3.46048
21 H 2.97752 -4.36317 -5.40926
22 H 4.45567 -5.10652 -5.06712
23 H 3.73970 -2.35542 -4.44902
24 H 5.25480 -3.15845 -3.97798
25 H 2.77499 -4.54358 -1.37864
26 H 4.39430 -5.05399 -1.74415
27 C -4.10450 4.11517 0.80613
28 C -3.41790 3.25307 1.87802
29 C -2.02035 3.08426 1.29786
30 O -1.79654 4.18269 0.41487
31 C -2.96232 5.01144 0.38083
32 H -4.97023 4.61731 1.23390
33 H -4.41541 3.47553 -0.02108
34 H -3.92520 2.29934 2.03159
35 H -3.42152 3.75944 2.84481
36 H -1.95155 2.15164 0.72389
37 H -1.23553 3.04673 2.05795
38 H -3.06668 5.39382 -0.63589
39 H -2.81835 5.87089 1.04537
40 C 2.85903 3.50885 5.35867
41 C 1.41346 3.05430 5.55523
42 C 0.86170 3.04488 4.13540
43 O 1.98637 2.75879 3.29307
44 C 3.21837 2.85527 4.02622
45 H 3.47448 3.13163 6.17944
46 H 2.96998 4.59290 5.36121
47 H 0.85488 3.68312 6.24922
48 H 1.39951 2.04819 5.98200
49 H 0.46101 4.01985 3.84760
50 H 0.12081 2.25404 4.01406
51 H 3.90900 3.45447 3.43855
52 H 3.56460 1.83237 4.19233
53 N 3.20965 -0.35639 0.60876
54 C 3.10783 -0.95185 -0.57849
55 C 1.93435 -0.97069 -1.33192
56 C 0.84110 -0.27225 -0.84584
57 C 0.96938 0.42127 0.34784
58 C 2.15202 0.30529 1.06785
59 H 4.02432 -1.37166 -0.97206
60 H 1.84026 -1.56262 -2.23282
61 H -0.12363 -0.33575 -1.33640
62 H 0.15452 0.99516 0.77216
63 H 2.25473 0.81753 2.01682
64 N -4.21043 -0.74520 0.57988
65 C -5.53075 -0.66083 0.57975
66 C -6.31153 -0.68986 -0.57887
67 C -5.65259 -0.77088 -1.78980
68 C -4.26525 -0.81337 -1.80366
69 C -3.60086 -0.79132 -0.58614
70 H -6.01486 -0.56462 1.54749
71 H -7.37595 -0.52708 -0.48621
72 H -6.22471 -0.82325 -2.70944
73 H -3.71859 -0.79590 -2.73596
74 H -2.51537 -0.77724 -0.54603
75 N 1.08225 -1.68685 -4.91074
76 C 1.43099 -0.51067 -5.44256
77 C 1.49538 -0.28466 -6.80377
78 C 1.10102 -1.30530 -7.66641
79 C 0.72295 -2.51462 -7.12965
80 C 0.76565 -2.66463 -5.74871
81 H 1.71859 0.26087 -4.73584
82 H 1.78167 0.67779 -7.20480
83 H 1.10966 -1.11781 -8.73259
84 H 0.42639 -3.35339 -7.74536
85 H 0.57586 -3.63276 -5.29497

**LUMO**: 0.7 eV
**Maximum force**: 1.03 eV/Å
**SMILES**: c1ccncc1.c1ccncc1.c1ccncc1.C1CCOC1.C1CCOC1.C1CCOC1.C1CCOC1
**HOMO energy**: -0.326 Ha
**Energy above the lowest of the compared OMol25 structures with the same formula, charge and spin**: 0.0 kcal per mole

Record 3
The following is a quantum chemistry calculation of a molecular structure, H12O6Tl at a distorted geometry, from OMol25.

Geometry (Å):
1 Tl -25.03410 -2.29292 15.68260
2 O -27.21551 -4.33430 15.93814
3 H -27.21294 -5.19794 16.35087
4 H -28.10286 -4.23594 15.59293
5 O -24.67889 -4.41295 17.69303
6 H -24.12175 -4.45665 18.47016
7 H -24.93980 -5.31998 17.53349
8 O -24.08029 -4.85801 14.62105
9 H -24.29584 -5.30781 13.80407
10 H -23.30723 -5.31628 14.95058
11 O -27.89213 -1.69187 15.54238
12 H -28.23011 -0.81110 15.38041
13 H -28.47335 -2.05260 16.21192
14 O -23.52808 -1.31455 17.98941
15 H -22.58279 -1.17664 18.04976
16 H -23.80895 -1.45103 18.89424
17 O -25.59651 -0.05911 13.83031
18 H -25.07873 0.73633 13.95448
19 H -25.80415 -0.06688 12.89594

**Expectation value of S²**: 0.76
**LUMO (alpha / beta)**: -7.5 / -13.7 eV
**Maximum force**: 1.21 eV/Å
**HOMO energy (alpha / beta)**: -0.705 / -0.703 Ha
**Total charge**: +2
**2S+1**: 2
**Energy above the lowest of the compared OMol25 structures with the same formula, charge and spin**: 0.0 kcal per mole

Record 4
The following is a quantum chemistry calculation of a gas-phase ion, C6H15NP (charge +1) at a distorted geometry, from OMol25.

Geometry (Å):
1 C -0.26641 -3.33007 1.68976
2 C 0.38023 -2.34909 0.98167
3 C -0.86945 2.70957 0.40077
4 C 2.03306 0.28269 -0.51943
5 C -0.49694 0.50089 -2.08124
6 C -0.34045 -1.56139 0.03184
7 N -0.49002 1.30859 0.82050
8 P 0.26752 -0.16529 -0.58232
9 H 0.32387 -4.00401 2.22627
10 H -1.25940 -3.57512 1.53349
11 H 1.44975 -2.25520 1.22556
12 H -0.02790 3.26747 0.08440
13 H -1.51732 2.57855 -0.47678
14 H -1.48854 3.11720 1.07267
15 H 1.88909 1.30471 -0.04601
16 H 2.37807 0.34318 -1.50145
17 H 2.49653 -0.61470 0.13293
18 H -1.49854 0.61011 -2.30441
19 H -0.26640 -0.12423 -2.88614
20 H -0.07184 1.53456 -2.44654
21 H -1.40455 -1.74042 -0.13674
22 H 0.07563 1.32913 1.79911
23 H -1.29599 0.83288 0.98207

**LUMO**: -3.0 eV
**Maximum force**: 5.58 eV/Å
**SMILES**: C=CC=P(C)(C)[NH2+]C
**HOMO energy**: -0.419 Ha
**Total charge**: +1
**Energy above the lowest of the compared OMol25 structures with the same formula, charge and spin**: 49.7 kcal per mole

Record 5
The following is a quantum chemistry calculation of 8 unconnected molecules or ions with the total composition C8H32N16O8 at a distorted geometry, from OMol25.

Geometry (Å):
1 C 7.71132 8.45851 15.26199
2 O 8.04768 9.47675 14.55262
3 N 6.86608 7.59854 14.87782
4 N 8.29257 8.16502 16.35499
5 H 6.34285 7.92743 14.07897
6 H 6.52307 6.93666 15.55926
7 H 9.00526 8.77224 16.73375
8 H 7.77289 7.67154 17.06668
9 C 2.76107 14.51669 17.69645
10 O 3.33441 15.49538 17.28330
11 N 1.65409 14.44348 18.37806
12 N 3.22491 13.34329 17.69694
13 H 1.39113 13.54777 18.76361
14 H 1.11434 15.24377 18.67525
15 H 4.17249 13.27788 17.35357
16 H 2.59224 12.57179 17.54004
17 C 5.11264 17.64944 13.02263
18 O 5.91625 16.70199 12.98859
19 N 5.47263 18.85690 13.21944
20 N 3.81947 17.55595 13.12359
21 H 6.46218 18.98640 13.06415
22 H 4.81630 19.60907 13.37298
23 H 3.51116 16.59967 13.02066
24 H 3.33284 18.43863 13.05901
25 C 3.91748 14.05595 12.16575
26 O 3.19488 14.57945 13.02160
27 N 5.21750 14.36775 11.82586
28 N 3.49060 13.11909 11.42799
29 H 5.62747 15.09816 12.39024
30 H 5.77004 13.87912 11.13591
31 H 2.49959 12.94581 11.51731
32 H 4.06527 12.90692 10.62497
33 C 6.01021 13.61204 15.72732
34 O 5.94997 13.10563 16.75380
35 N 6.60978 13.09180 14.67264
36 N 5.54411 14.89367 15.50511
37 H 6.74819 13.66105 13.84991
38 H 6.80518 12.10597 14.77295
39 H 5.57789 15.22745 14.55246
40 H 4.96763 15.36441 16.18789
41 C 6.88718 9.70388 19.48454
42 O 7.30037 10.42538 20.35046
43 N 6.88015 8.47230 19.50080
44 N 6.40027 10.13438 18.38024
45 H 6.34652 8.03705 18.76196
46 H 7.37294 7.90381 20.17466
47 H 5.98742 9.41764 17.80064
48 H 6.37371 11.12039 18.16301
49 C 7.03941 10.00389 11.55423
50 O 6.55285 10.76011 12.35217
51 N 7.83999 8.95620 11.77265
52 N 6.90495 10.22324 10.20273
53 H 8.05360 8.66084 12.71458
54 H 7.94127 8.37533 10.95263
55 H 6.94735 11.21191 10.00065
56 H 7.17547 9.55583 9.49458
57 C 7.51475 14.37544 20.02449
58 O 8.23460 14.84731 20.86215
59 N 6.41351 14.77784 19.57245
60 N 8.03461 13.50276 19.27099
61 H 5.87911 14.22716 18.91573
62 H 6.09706 15.72407 19.72936
63 H 8.87613 13.04515 19.59122
64 H 7.75754 13.37738 18.30787

**LUMO**: -0.1 eV
**Maximum force**: 10.52 eV/Å
**SMILES**: NC(N)=O.NC(N)=O.NC(N)=O.NC(N)=O.NC(N)=O.NC(N)=O.NC(N)=O.NC(N)=O
**HOMO energy**: -0.292 Ha
**Energy above the lowest of the compared OMol25 structures with the same formula, charge and spin**: 157.3 kcal per mole

Record 6
The following is a quantum chemistry calculation of 9 unconnected molecules or ions with the total composition C32H33Cl2F8INO24S at a distorted geometry, from OMol25.

Geometry (Å):
1 S 7.03664 2.28234 4.60687
2 C 5.67366 2.58757 3.36470
3 C 4.38511 3.39801 3.74138
4 C 3.33347 3.55639 2.57975
5 C 1.95185 4.33641 2.90225
6 C 0.95886 3.23141 3.52891
7 C -0.13069 2.63958 2.50688
8 Cl -0.05224 0.79092 2.65903
9 C 3.61952 2.96020 1.16939
10 I 2.26496 3.12033 -0.54529
11 C 4.93638 2.18680 0.94813
12 N 5.87661 2.02511 2.03573
13 Cl 7.30975 1.09684 1.72097
14 H 8.17353 2.66973 3.87308
15 H 4.22723 3.82924 4.78716
16 H 2.11907 5.13382 3.70575
17 H 1.54982 4.86674 1.97208
18 H 1.57532 2.33963 3.93276
19 H 0.45671 3.69325 4.45569
20 H -1.16421 2.98929 2.88498
21 H 0.03049 2.91735 1.41490
22 H 5.17161 1.70330 -0.06859
23 C -1.79064 7.36521 0.74520
24 C -0.89416 6.21456 0.41508
25 O -1.55571 5.11123 0.99552
26 C -2.88292 5.43079 0.97287
27 O -3.76498 4.64077 1.13061
28 O -3.07593 6.75938 0.74046
29 F 0.31678 6.35201 1.01253
30 H -1.59073 7.78518 1.73521
31 H -1.73075 8.16559 0.00631
32 H -0.76148 6.04120 -0.65681
33 C 9.80638 2.76259 -0.60240
34 C 9.02964 2.61968 -1.87253
35 O 9.07044 3.91786 -2.42366
36 C 10.23974 4.46427 -1.97976
37 O 10.74472 5.43919 -2.44705
38 O 10.76378 3.75333 -0.93880
39 F 7.73415 2.29891 -1.61805
40 H 9.19187 3.11942 0.22968
41 H 10.29355 1.83228 -0.30505
42 H 9.45564 1.90498 -2.58246
43 C -2.79806 -1.24959 1.19314
44 C -2.41350 -0.70205 -0.14339
45 O -3.00788 -1.61053 -1.04774
46 C -4.10757 -2.09445 -0.40416
47 O -5.00078 -2.67673 -0.94763
48 O -4.06902 -1.82795 0.93107
49 F -1.06946 -0.73888 -0.31671
50 H -2.11213 -2.02564 1.54510
51 H -2.86965 -0.47320 1.95596
52 H -2.78465 0.30818 -0.33956
53 C -7.73818 -3.16308 1.00419
54 C -8.33232 -4.26656 0.18962
55 O -9.28261 -4.83841 1.06552
56 C -9.68370 -3.82143 1.88009
57 O -10.66369 -3.85506 2.56448
58 O -8.83289 -2.75748 1.81348
59 F -7.40209 -5.20599 -0.10994
60 H -6.92031 -3.50414 1.64553
61 H -7.37955 -2.33886 0.38818
62 H -8.82950 -3.93262 -0.72563
63 C 3.68337 -1.92296 2.16726
64 C 3.08952 -3.02313 1.34832
65 O 2.13669 -3.59669 2.21952
66 C 1.73536 -2.58253 3.03625
67 O 0.75345 -2.61616 3.71748
68 O 2.58822 -1.51870 2.97536
69 F 4.01873 -3.95817 1.04838
70 H 4.49999 -2.26772 2.80814
71 H 4.04441 -1.09562 1.55366
72 H 2.59439 -2.68559 0.43300
73 C -9.07231 1.19138 -1.29493
74 C -8.18087 0.04226 -1.64406
75 O -8.84213 -1.06611 -1.06951
76 C -10.16741 -0.74188 -1.07912
77 O -11.05104 -1.53049 -0.92312
78 O -10.35857 0.58997 -1.29619
79 F -6.96584 0.17213 -1.05538
80 H -8.86362 1.60040 -0.30219
81 H -9.01612 1.99928 -2.02605
82 H -8.05637 -0.12057 -2.71857
83 C -3.03546 -3.49530 -4.16753
84 C -3.80694 -3.63824 -5.44006
85 O -3.76147 -2.33751 -5.99189
86 C -2.59502 -1.79346 -5.54391
87 O -2.08572 -0.81614 -6.01077
88 O -2.07513 -2.50296 -4.50270
89 F -5.09910 -3.95639 -5.19259
90 H -3.65240 -3.13788 -3.33784
91 H -2.55030 -4.42556 -3.86811
92 H -3.37876 -4.35362 -6.14836
93 C 6.52475 -6.46052 -1.91042
94 C 5.56164 -5.76977 -2.82180
95 O 5.19539 -4.61706 -2.08968
96 C 6.27291 -4.32517 -1.31015
97 O 6.43900 -3.27386 -0.75850
98 O 7.14281 -5.37038 -1.23969
99 F 4.45530 -6.52291 -3.02155
100 H 6.02649 -7.10200 -1.17820
101 H 7.26007 -7.05498 -2.45442
102 H 5.98684 -5.47361 -3.78517

**LUMO**: -5.1 eV
**Maximum force**: 5.34 eV/Å
**HOMO energy**: -0.431 Ha
**Total charge**: +1